The following is a DFT calculation (the ωB97M-V functional and the def2-TZVPD basis) of 2 unconnected molecules or ions with the total composition C3H7NO2Se at a distorted geometry.

Structure (XYZ):
```
14
Properties=species:S:1:pos:R:3:lowdin_charge:R:1
C -1.53810 0.37470 0.25046 -0.562
C 1.04171 1.12361 -1.10700 -0.428
C -0.94604 -0.70799 -0.47926 -0.146
N -0.13500 -1.56366 0.21403 0.008
O -2.34458 1.17336 -0.22710 0.042
O -1.29573 0.33774 1.63430 0.002
Se 2.03627 0.19507 0.12742 0.845
H 1.49415 1.40069 -2.09293 0.018
H 0.65548 1.88655 -0.55698 -0.068
H -1.15048 -0.80823 -1.58107 0.145
H 0.07124 -2.51636 -0.21420 0.153
H -1.56194 1.12780 2.21000 0.160
H -0.32083 -1.57249 1.12384 0.024
H 1.18826 0.41215 1.18471 -0.192
```

Values from the calculation:
**Kohn-Sham gap (alpha / beta)**: 7.630 / 7.387 eV
**Energy above the lowest of the compared OMol25 structures with the same formula, charge and spin**: 3.035 eV
**HOMO level (alpha / beta)**: -0.2763 / -0.2722 Ha